C33H40N2O3 | wB97M-V/def2-TZVPD

Summary:
SMILES = CCCCCCc1ccc(N2C[C@H](Cc3ccccc3)[C@@H](CC(=O)NCc3ccc(OC)cc3)C2=O)cc1
Electronic energy = -43995.128 eV
ΔE to the lowest compared entry with this formula, charge and spin = 10.80 kJ/mol

Structure (XYZ):
```
78
C33H40N2O3 wB97M-V/def2-TZVPD
O 4.4096 -3.1135 0.4899
O -2.4072 -1.8413 1.4485
O 2.5005 0.0267 -2.3297
N 3.1478 -2.9315 -1.3760
N 2.0211 0.1291 -0.0801
C -1.0998 -2.2466 -0.4457
C -3.0561 2.7094 0.1954
C -4.2384 -0.0894 -0.7360
C 0.1943 1.3061 -1.1684
C 0.7100 0.6247 -0.0684
C -0.0704 0.5389 1.0809
C 2.4083 3.9554 -1.0052
C 4.2840 -0.0320 -0.6848
C -1.2605 -2.3666 0.9358
C -4.9943 1.2298 -0.6160
C 3.4351 3.1402 -0.5646
C -4.1178 2.4527 -0.8828
C -6.0989 -1.5853 -1.6382
C 4.5025 1.6790 1.1987
C 4.1972 0.2126 0.8238
C 2.4011 3.0012 1.5814
C -2.6310 -1.9266 2.8331
C 0.8459 -3.5136 1.0467
C -1.2956 1.1757 1.1447
C 2.7454 -0.1527 1.1475
C 4.9401 -1.3639 -1.0782
C 0.0139 -2.7678 -1.0644
C 2.8366 0.0525 -1.1626
C 1.3731 3.8169 1.1447
C 2.2169 -3.9819 -1.0082
C -5.1248 -1.3126 -0.4979
C -0.2716 -2.9965 1.6814
C -1.7906 1.9053 0.0727
C -1.0292 1.9374 -1.0895
C 4.1479 -2.5511 -0.5553
C 3.4355 2.6313 0.7287
C 1.3670 4.2863 -0.1560
C 0.9952 -3.4233 -0.3271
H -5.4283 1.3082 0.3843
H 0.2767 -0.0189 1.9365
H -3.5003 2.5407 1.1787
H -0.3580 -3.0958 2.7523
H 1.6116 -3.9999 1.6335
H -5.5605 -1.7122 -2.5752
H -4.4806 -2.1842 -0.3652
H 2.6506 -1.2159 1.3961
H 0.5739 4.0821 1.8209
H 0.1226 -2.6690 -2.1345
H 2.4030 2.6564 2.6067
H -1.8644 -1.7392 -1.0098
H -2.6757 -2.9667 3.1723
H -1.8609 -1.3937 3.4008
H 2.3545 0.4416 1.9717
H 2.4226 4.3327 -2.0169
H -3.5966 -1.4528 3.0037
H -1.3817 2.4930 -1.9461
H -5.8184 1.2419 -1.3330
H 5.4684 1.9544 0.7697
H 2.7527 -4.6517 -0.3317
H 4.5876 1.7435 2.2857
H -1.8715 1.1152 2.0576
H 4.2470 2.9067 -1.2379
H 4.8463 0.7590 -1.1884
H -6.6652 -2.4938 -1.4440
H -6.8049 -0.7670 -1.7564
H 5.0037 -1.4170 -2.1661
H 0.5610 4.9150 -0.5031
H 4.8864 -0.4395 1.3641
H -2.7718 3.7659 0.1427
H -3.7914 -0.1559 -1.7314
H 1.9369 -4.5247 -1.9154
H 0.7687 1.3662 -2.0770
H 2.8844 -2.3282 -2.1410
H 5.9461 -1.4065 -0.6579
H -3.4294 -0.1041 -0.0060
H -5.6832 -1.1747 0.4310
H -3.6372 2.3436 -1.8560
H -4.7675 3.3306 -0.9335
```



C27H33NO4 | wB97M-V/def2-TZVPD

Summary:
SMILES = CCOC(=O)C1(CCOc2ccccc2)CCN(Cc2ccc(C#CCCO)cc2)CC1
Electronic energy = -38213.441 eV
ΔE to the lowest compared entry with this formula, charge and spin = 318.39 kJ/mol

Structure (XYZ):
```
65
C27H33NO4 wB97M-V/def2-TZVPD
O 3.1376 2.0297 -5.9639
O -2.7509 1.4654 0.6340
O -0.7996 1.1837 2.8975
O -1.9895 -0.6845 2.5953
N 1.8503 -2.1087 2.2211
C 1.8940 -0.6957 2.5142
C -6.3581 0.8113 0.2942
C 0.5153 -2.5348 1.8695
C -6.8471 1.7192 1.2140
C -1.6717 1.5655 3.9614
C 3.8888 -0.7696 -1.6863
C 3.3340 -0.7962 -5.1908
C -5.9599 2.5249 1.9107
C -0.6579 0.6229 -0.0910
C 3.8137 -1.1612 -0.3642
C 2.9541 -2.6721 1.4664
C -2.1709 0.5597 -0.2817
C -0.1452 -0.2180 1.0986
C -4.9969 0.6939 0.0646
C 3.0744 -2.2781 0.0122
C 2.5004 -2.6350 -2.3046
C -1.0846 0.0441 2.2747
C -0.1560 -1.7133 0.7585
C 3.9661 1.0993 -6.6137
C 1.2926 0.2038 1.4256
C 2.4340 -3.0154 -0.9790
C 3.2242 -1.5003 -2.6711
C -4.6030 2.4171 1.6914
C -4.1055 1.4938 0.7701
C 3.2879 -1.0983 -4.0266
C -1.4613 3.0407 4.2461
C 3.4001 -0.3293 -6.5600
H 4.0339 1.4343 -7.6513
H -2.4346 0.8537 -1.3080
H 1.3278 -0.5437 3.4416
H -0.3919 1.6688 0.0745
H -0.1636 0.2791 -1.0017
H -7.0399 0.1818 -0.2589
H -3.9026 3.0440 2.2207
H -4.6467 -0.0209 -0.6632
H 4.9750 1.1081 -6.1739
H 1.8868 0.1308 0.5130
H 4.4654 0.1006 -1.9661
H 2.3955 -0.3369 -6.9930
H 1.8778 -3.9018 -0.7073
H -6.3287 3.2431 2.6283
H 0.3664 -1.8623 -0.1876
H 2.9307 -0.4081 2.7040
H 2.9821 1.7163 -5.0643
H -2.1344 3.3613 5.0362
H 4.3416 -0.5931 0.3894
H -2.7035 1.3556 3.6604
H -0.0994 -2.4526 2.7729
H 1.9974 -3.2124 -3.0668
H -1.6581 3.6229 3.3497
H 4.0383 -0.9958 -7.1458
H -1.4401 0.9546 4.8420
H 3.8712 -2.3857 1.9916
H -1.1824 -2.0646 0.6507
H 0.5480 -3.5876 1.5818
H -7.9094 1.8026 1.3858
H 1.3084 1.2390 1.7667
H 2.8541 -3.7604 1.5336
H -0.4356 3.2215 4.5569
H -2.5390 -0.4566 -0.0991
```



C4H7FI2 | wB97M-V/def2-TZVPD

Summary:
Electronic energy = -23179.351 eV
ΔE to the lowest compared entry with this formula, charge and spin = 0.00 kJ/mol

Structure (XYZ):
```
14
C4H7FI2 wB97M-V/def2-TZVPD
I -3.2332 1.4233 0.0572
I -2.2166 -1.9878 -0.2185
F 0.5716 1.0930 -1.9617
C -0.2919 0.1529 -1.4656
C -0.3279 0.3739 0.0479
C -1.6771 -0.0531 0.5349
C 0.8207 -0.3680 0.7573
H -1.7552 -0.2067 1.5401
H -1.3656 0.3886 -1.9461
H 1.7706 -0.1513 0.3535
H 0.6647 -1.3873 0.5494
H 0.9749 -0.2451 1.8130
H -0.0147 1.3986 0.1523
H 0.0247 -0.8313 -1.9709
```



C6H13N3 | wB97M-V/def2-TZVPD

Summary:
Total charge = +2
Electronic energy = -10883.008 eV
ΔE to the lowest compared entry with this formula, charge and spin = 310.06 kJ/mol

Structure (XYZ):
```
22
C6H13N3 wB97M-V/def2-TZVPD
N -0.2749 -1.4979 1.3535
N 0.9210 -3.0854 0.1573
N -0.1757 0.9360 1.0543
C -1.3471 0.5074 -1.0827
C -0.2844 -0.1162 1.7348
C 0.4073 -1.9391 0.2157
C 1.1170 0.0536 -0.8179
C -0.0348 0.9760 -0.4344
C 0.1636 2.4351 -0.7359
H -2.1225 1.2856 -0.8526
H -0.7174 2.8627 -0.3634
H -1.6861 -0.4148 -0.4967
H 0.9882 2.8296 -0.1518
H -1.2795 0.4078 -2.1735
H -0.5189 -2.2479 2.0446
H -0.2272 1.8871 1.4939
H 0.5535 -3.8003 0.7814
H -0.6245 -0.1151 2.8168
H 0.4780 2.5711 -1.7886
H 2.0756 0.1058 -0.2212
H 1.4472 -3.4490 -0.6985
H 1.1414 -0.1922 -1.8352
```



C8H15N3O | wB97M-V/def2-TZVPD

Summary:
SMILES = CN(N)C(N)=O.C=C(C)C#CC
Electronic energy = -15054.226 eV
ΔE to the lowest compared entry with this formula, charge and spin = 210.04 kJ/mol

Structure (XYZ):
```
27
C8H15N3O wB97M-V/def2-TZVPD
O 2.0942 -3.3190 0.5292
N 3.5006 -2.3105 -1.6214
N 1.2001 -1.2843 0.9631
N 2.6382 -1.5224 -0.8452
C -2.1933 3.0722 1.1232
C 2.0011 -2.1179 0.2402
C 2.7669 -0.0806 -0.9833
C -2.4484 0.7654 0.1149
C -1.8388 2.0707 0.0383
C -3.4198 -1.5758 0.8681
C -2.9130 -0.3063 0.3998
C -0.8884 2.3837 -0.8597
H -0.6789 1.7758 -1.7210
H 3.3326 0.3417 -0.1445
H -0.4007 3.3547 -0.7933
H -3.9246 -1.4288 1.8314
H -2.5562 -2.2486 0.9926
H 3.3107 0.1474 -1.9233
H -2.9697 2.7327 1.8365
H -4.1063 -1.9376 0.1017
H -2.5177 4.0381 0.6973
H 3.0549 -2.4754 -2.5274
H 1.7816 0.3937 -1.0062
H 4.3510 -1.7759 -1.8065
H -1.3219 3.2833 1.7498
H 1.2986 -0.2853 0.9369
H 0.8467 -1.6910 1.8088
```



C23H36O3S | wB97M-V/def2-TZVPD

Summary:
Electronic energy = -41412.149 eV

Structure (XYZ):
```
63
C23H36O3S wB97M-V/def2-TZVPD
S -5.4930 -1.0188 0.6777
O -4.1543 -1.2674 -0.2393
O -5.0443 -1.2492 2.0149
O -5.5362 0.5860 0.4906
C 7.7242 -3.2540 -0.9094
C -0.0557 0.2128 1.2981
C 1.9494 -2.8514 -2.9363
C -0.0029 2.8026 1.0855
C 0.1238 -2.4240 -1.4334
C -1.3281 2.9219 0.3645
C 6.3983 -3.0012 -0.5868
C -4.6610 1.3352 1.3643
C 0.3589 -1.1217 -3.4408
C 5.8246 -3.0318 -2.9204
C -0.3262 -1.4110 -2.2689
C 1.4964 -1.8434 -3.7756
C -2.8003 4.0036 2.1230
C -4.3141 3.7378 2.0482
C 5.4475 -2.8920 -1.5920
C 0.7095 1.4676 0.8683
C -0.8573 0.3347 2.5856
C 7.1499 -3.2884 -3.2432
C -4.7535 2.7818 0.9489
C -2.1024 4.1871 0.7798
C 1.2631 -3.1430 -1.7655
C 8.0992 -3.4012 -2.2375
C -1.6407 -0.9641 2.8420
H 0.6825 -0.5654 1.4738
H -1.3848 4.9997 0.8133
H -2.6660 4.9233 2.6864
H 9.1325 -3.6032 -2.4890
H 7.4429 -3.3999 -4.2793
H 1.6170 -3.9301 -1.1115
H -1.9765 2.0685 0.5469
H 0.0067 -0.3330 -4.0933
H -4.8259 4.6852 1.9342
H -3.6401 0.9772 1.2598
H 8.4658 -3.3365 -0.1253
H 0.6421 3.5760 0.6740
H -4.6162 3.3379 3.0102
H -0.4139 -2.6512 -0.5215
H -1.1345 2.9495 -0.7042
H -1.2123 -0.8463 -2.0056
H -2.7959 4.4237 -0.0212
H -1.9023 -1.0793 3.8845
H -0.7202 -0.1327 0.5129
H 2.8386 -3.4119 -3.1947
H -4.9334 1.1950 2.4032
H 4.4131 -2.6951 -1.3397
H -0.0757 3.0161 2.1498
H -5.8057 2.9653 0.7467
H 5.0856 -2.9399 -3.7063
H -2.3118 3.2398 2.7151
H -1.5965 1.1115 2.4503
H -4.2378 2.9295 0.0086
H -0.2284 0.5491 3.4434
H -2.5585 -0.9271 2.2649
H -1.0688 -1.8147 2.4826
H 0.9289 1.3813 -0.1952
H 2.0304 -1.6189 -4.6903
H 6.1054 -2.8893 0.4493
H -4.4304 -1.8822 -0.9464
H 1.6689 1.5199 1.3717
```



no.,LUMO energy (eV),gap between HOMO and LUMO (Eh)
1,0.628,0.3153
2,0.593,0.3197
3,-0.218,0.3382
4,-9.207,0.3715
5,0.602,0.3462
6,0.428,0.3614